Entry 1:
ORCA calculation (the ωB97M-V functional and the def2-TZVPD basis) on an isolated molecule of C10H11F2N3.

Computed properties:
gap between HOMO and LUMO (alpha / beta): 6.5 / 5.4 eV
spin multiplicity: 3
E_LUMO (alpha / beta): 0.616 / -3.511 eV
HOMO (alpha / beta): -5.9 / -8.9 eV

The geometry in XYZ format:
```
26
Properties=species:S:1:pos:R:3:forces:R:3:mulliken_charge:R:1
C -0.43926 0.25572 -1.32714 1.977 3.665 1.082 -0.023
H 0.49647 -0.71796 0.96051 1.122 0.004 1.117 0.252
C -2.05671 -1.59049 0.27774 2.061 -0.281 -1.029 -0.259
N 2.22957 0.21472 2.04773 -0.536 -2.812 0.452 -0.682
N -0.39536 -3.19876 -0.03864 3.214 -1.774 -0.558 -0.518
H -0.44403 -1.57931 -2.32031 -0.593 -0.138 -1.923 0.487
H 0.43441 -3.44988 -0.52842 0.605 -2.268 -0.149 0.229
H 3.64477 1.58593 2.45538 0.163 1.006 -0.491 0.437
C 2.17714 1.93709 0.72579 1.077 3.356 0.860 -0.314
H 0.78291 3.24017 -1.46112 -1.087 -0.713 0.646 0.309
H -0.40993 3.33883 -0.08243 0.470 -0.946 -1.025 0.336
H -0.94837 2.82466 -1.71882 0.506 -0.298 0.398 0.358
C -0.82838 -2.06548 -0.40930 -5.507 4.423 1.841 0.517
F -3.62835 -2.00332 1.94579 -0.501 0.117 0.139 -0.255
H 2.36307 2.99642 0.54320 -0.649 -0.445 -1.007 0.273
C 0.20219 1.32473 -0.66589 -1.493 -3.009 -0.852 1.039
H 0.97281 -1.41150 -1.41195 -0.243 0.652 0.290 0.514
C 2.82217 1.39435 1.78747 -0.420 -1.173 -0.076 -0.394
C -0.12194 2.71470 -0.99544 0.105 2.665 -0.060 -1.427
H -2.83472 -3.50930 0.77013 -0.231 0.464 0.465 0.349
H -2.08264 -0.56641 0.54567 -0.267 1.164 -0.252 0.271
C 1.28621 0.03719 1.17174 -1.946 -0.611 0.021 0.067
N 1.10848 1.14101 0.40439 1.043 0.315 -1.324 0.133
C -0.10655 -1.15987 -1.42403 1.092 -1.356 1.677 -1.083
C -2.83786 -2.42672 0.95562 0.120 -1.448 -0.290 -0.233
F -1.38611 0.67351 -2.20769 -0.081 -0.558 0.050 -0.383
```
Positions in Å, forces in eV/Å.

***

Entry 2:
ORCA calculation (the ωB97M-V functional and the def2-TZVPD basis) on a cluster of 2 separate species, C10H11F2NO2 in total.

Computed properties:
gap between HOMO and LUMO: 8.5 eV
spin multiplicity: 1
SMILES: C=NCc1ccccc1.OC(O)=C(F)F
E_LUMO: 0.824 eV
relative energy (zero: lowest compared OMol25 entry of this formula, charge and spin): 57.62 kcal per mole
HOMO: -7.7 eV

The geometry in XYZ format:
```
26
Properties=species:S:1:pos:R:3:forces:R:3:mulliken_charge:R:1
C 2.13660 2.12942 0.00588 -1.723 1.452 -2.097 -0.597
C -3.21834 0.52332 -0.02043 0.385 0.564 0.905 0.341
C 0.45955 1.13742 -1.50460 0.906 0.452 0.322 -0.417
H -1.64281 -0.58323 -1.36196 -1.213 0.811 -0.311 0.400
H 1.45727 3.05225 -1.79733 0.039 0.392 -0.808 0.431
H 2.36234 1.10499 1.75367 0.588 -0.359 0.761 0.360
H 0.99367 -0.83056 1.09000 -0.316 -2.111 2.150 0.528
C 0.27927 0.11572 -0.60309 -2.032 -2.537 0.843 1.194
O -2.31320 2.34819 0.99164 0.867 2.749 1.119 -0.443
H 2.83824 2.95018 0.28427 -0.695 -0.900 -0.296 0.341
F -3.57963 -0.78738 -0.17142 0.195 1.218 0.133 -0.246
H -2.14843 2.64868 1.90423 0.072 -0.048 -0.452 0.386
N -1.25893 -1.80508 0.21215 0.348 3.069 0.414 -0.104
C -1.49382 -3.00277 0.24352 1.484 -4.722 -0.821 -0.440
O -1.91319 0.28457 1.89310 0.577 -1.545 0.945 -0.604
H 0.00949 0.90066 -2.45647 -0.255 1.100 -0.382 0.391
C 0.94722 0.06011 0.60647 0.622 2.652 -3.052 -0.722
C -2.49997 1.06980 1.00440 -1.686 -4.480 -2.976 0.378
H -0.44002 -1.69531 -1.76590 -0.042 0.461 1.116 0.449
C 1.85010 1.09028 0.82187 0.699 -0.812 2.145 -0.502
C -0.81324 -1.03535 -0.90672 3.270 -0.404 -1.814 -1.278
H -1.13070 -3.88842 -0.50647 -1.040 2.442 0.953 0.196
H -1.83878 -3.41753 1.17806 -0.433 -0.146 0.225 0.287
C 1.34138 2.19516 -1.18165 0.473 -1.068 0.692 -0.561
H -1.67793 -0.66292 1.47355 -0.518 1.949 0.326 0.502
F -3.41978 1.22128 -1.14688 -0.574 -0.180 -0.041 -0.271
```
Positions in Å, forces in eV/Å.